90
Properties=species:S:1:pos:R:3:forces:R:3 method="wB97M-V/def2-TZVPD" total_energy_ha=-2413.66720 gap_ev=7.3 homo_ev=-8.67 mol_weight_g_mol=630.01 smiles="C#CCCCc1c(Cl)c(CCF)c(Cc2ccccc2)c2c1C(=O)C(N)=C(B(O)OCC)C2=O.CCOCC.CCOCC" total_charge=0 max_force_ev_per_a=6.91
C -3.496 1.466 -1.816 -0.407 -3.220 -6.101
C -3.635 0.957 -3.034 1.841 1.242 6.255
C -3.383 0.093 -4.396 -0.969 1.049 0.764
C -1.879 0.333 -4.939 -0.703 0.552 -0.178
C -0.785 -0.726 -4.326 -0.495 1.666 0.401
C -0.573 -0.358 -2.746 0.483 0.453 3.089
C -1.383 -1.102 -1.575 2.779 2.824 0.499
Cl -2.538 -2.452 -2.105 1.661 1.876 1.079
C -1.196 -0.720 -0.028 0.895 0.850 -1.799
C -2.091 -1.603 1.004 0.086 -0.467 -1.865
C -1.455 -3.109 1.065 0.379 0.390 0.643
F -2.478 -4.150 0.984 1.576 1.866 0.224
C -0.192 0.439 0.450 -0.380 -0.822 -4.262
C -0.026 0.846 1.997 0.036 0.179 0.417
C 1.289 0.261 2.714 2.837 -2.177 2.313
C 2.756 0.811 2.571 0.009 -2.191 1.747
C 4.029 0.204 3.336 -3.604 -2.006 0.923
C 3.840 -1.011 4.327 -3.520 1.954 -2.410
C 2.359 -1.576 4.481 0.298 2.587 -1.941
C 1.100 -0.984 3.712 4.115 1.578 -0.331
C 0.619 1.151 -0.726 -1.450 -1.837 -0.497
C 0.443 0.754 -2.272 -1.314 -1.162 1.823
C 1.365 1.551 -3.357 -1.097 0.803 -1.599
O 0.958 1.874 -4.524 2.041 -1.666 4.918
C 2.859 1.926 -2.806 0.161 -0.002 2.343
N 3.978 1.877 -3.768 -2.508 -0.523 1.245
C 3.025 2.271 -1.397 -1.007 -0.340 -2.033
B 4.514 2.610 -0.764 -0.042 0.514 0.236
O 5.625 1.707 -1.132 -1.872 0.499 1.814
O 4.668 3.724 0.140 0.639 -3.691 -1.148
C 5.764 3.487 1.096 0.292 1.213 1.096
C 5.336 4.281 2.466 0.513 0.367 -1.131
C 1.718 2.321 -0.421 -0.593 1.577 0.724
O 1.538 3.212 0.479 0.928 -4.096 -3.738
H -3.295 1.732 -0.706 -0.705 -0.363 -2.761
H -4.211 0.457 -5.135 1.788 -0.552 1.124
H -3.592 -1.036 -4.243 0.335 2.027 0.167
H -1.609 1.437 -4.674 -0.193 -2.191 -0.525
H -1.941 0.263 -6.104 0.400 -0.094 2.110
H -1.194 -1.791 -4.475 0.891 1.645 0.428
H 0.192 -0.522 -4.930 -1.683 -0.635 1.359
H -2.218 -1.118 2.037 0.315 -0.835 -1.693
H -3.128 -1.735 0.486 1.741 0.368 1.097
H -0.688 -3.299 0.219 -1.528 0.349 1.333
H -0.913 -3.196 2.085 -0.953 -0.259 -1.693
H -0.054 2.005 2.139 0.231 -2.128 -0.628
H -0.937 0.457 2.615 1.687 0.538 -1.310
H 2.981 1.717 1.895 -0.617 -1.584 1.223
H 5.094 0.633 3.184 -2.181 -0.648 0.199
H 4.725 -1.457 4.924 -1.792 0.835 -1.194
H 2.173 -2.441 5.210 0.345 1.461 -1.274
H 0.065 -1.449 3.924 1.877 0.922 -0.472
H 4.717 1.229 -3.452 -0.544 0.678 -0.163
H 3.605 1.639 -4.701 0.428 0.109 0.769
H 5.662 0.950 -0.482 -0.005 1.100 -1.120
H 6.706 3.962 0.625 -1.374 -1.029 0.963
H 5.940 2.374 1.337 -0.330 1.685 -0.609
H 4.223 4.590 2.343 1.948 -0.695 0.452
H 5.547 3.676 3.420 -0.489 0.890 -1.528
H 5.981 5.239 2.483 -1.196 -1.463 0.225
C -7.742 5.484 1.015 0.148 0.139 0.178
C -7.345 4.063 0.653 -0.019 0.081 -0.138
O -6.041 3.965 0.097 0.076 -0.042 -0.077
C -4.964 4.376 0.932 -0.049 -0.134 -0.047
C -4.837 3.551 2.201 -0.181 -0.007 0.161
H -7.589 6.157 0.167 -0.066 -0.111 0.023
H -8.794 5.523 1.313 0.086 -0.021 -0.042
H -7.146 5.865 1.848 -0.096 -0.003 -0.003
H -8.034 3.693 -0.113 0.273 -0.040 -0.018
H -7.446 3.392 1.511 -0.002 0.044 0.089
H -5.045 5.443 1.160 -0.008 0.001 0.086
H -4.052 4.252 0.342 -0.220 0.005 -0.147
H -5.684 3.717 2.872 0.093 0.002 0.021
H -3.926 3.819 2.741 -0.059 -0.012 -0.059
H -4.810 2.483 1.967 0.050 0.087 -0.031
C 0.003 -7.115 0.163 0.017 -0.121 -0.235
C 1.022 -6.089 0.626 -0.071 -0.125 0.123
O 2.300 -6.646 0.903 0.094 0.013 0.108
C 2.970 -7.267 -0.187 0.043 0.103 0.036
C 3.274 -6.313 -1.329 -0.186 0.136 -0.105
H -0.042 -7.957 0.859 -0.010 0.130 0.011
H -0.989 -6.662 0.090 0.091 -0.008 0.041
H 0.259 -7.517 -0.821 -0.071 0.043 0.023
H 0.670 -5.645 1.563 0.249 -0.073 -0.024
H 1.112 -5.267 -0.092 -0.022 -0.011 -0.104
H 2.403 -8.135 -0.539 -0.035 0.026 -0.075
H 3.914 -7.651 0.209 -0.174 0.077 0.171
H 2.359 -5.976 -1.824 0.069 -0.047 -0.042
H 3.899 -6.803 -2.081 -0.040 0.028 0.076
H 3.794 -5.423 -0.962 0.018 -0.127 0.003

***

13
Properties=species:S:1:pos:R:3:forces:R:3 method="wB97M-V/def2-TZVPD" total_energy_ha=-249.39555 gap_ev=10.1 homo_ev=-8.95 mol_weight_g_mol=81.12 relative_energy_kj_mol=204.0 smiles="C1=C[C@H]2N[C@H]2C1" total_charge=0 max_force_ev_per_a=1.03
C -1.168 0.400 -0.135 0.226 0.189 -0.326
C -0.491 -0.449 -1.164 0.055 -0.365 -0.105
C 0.680 -0.929 -0.754 -0.344 -0.085 -0.006
C 1.002 -0.518 0.646 -0.650 -0.116 0.467
N 1.051 0.882 0.985 0.376 0.638 -0.225
C -0.277 0.356 1.099 0.409 -0.628 -0.075
H -2.228 0.165 0.038 0.411 0.000 0.011
H -1.093 1.355 -0.664 -0.475 0.664 0.620
H -0.913 -0.509 -2.160 0.122 -0.265 -0.018
H 1.277 -1.622 -1.339 0.178 0.303 0.134
H 1.738 -1.141 1.173 -0.855 0.161 0.322
H 1.196 1.500 0.201 -0.038 0.148 -0.380
H -0.776 0.510 2.073 0.586 -0.644 -0.420

***

48
Properties=species:S:1:pos:R:3:forces:R:3 method="wB97M-V/def2-TZVPD" total_energy_ha=-1864.06279 gap_ev="6.3 / 4.5" spin_multiplicity=3 homo_ev="-7.41 / -7.41" mol_weight_g_mol=619.33 relative_energy_kj_mol=0.0 total_charge=0 max_force_ev_per_a=0.27
Pt 0.480 -0.447 -0.755 -0.205 0.111 -0.143
B 1.144 3.137 -0.764 -0.032 0.006 -0.011
N 0.236 2.470 0.330 0.072 -0.045 0.029
C -0.279 3.195 1.328 -0.020 0.004 0.023
C -1.004 2.368 2.168 -0.024 0.022 -0.018
C -0.883 1.112 1.597 0.073 -0.058 0.034
N -0.135 1.191 0.489 -0.090 0.019 0.049
N 1.763 2.128 -1.798 0.040 0.005 0.002
C 2.600 2.547 -2.749 0.007 0.006 0.010
C 2.945 1.482 -3.567 -0.019 -0.012 -0.007
C 2.252 0.409 -3.035 0.011 0.010 -0.032
N 1.540 0.815 -1.972 0.098 -0.081 0.055
H 2.064 3.667 -0.195 -0.005 0.018 -0.008
H 0.469 3.924 -1.376 -0.017 -0.003 -0.019
H -0.091 4.255 1.372 0.004 -0.001 0.002
H -1.537 2.640 3.061 -0.005 -0.003 0.002
H -1.267 0.163 1.932 -0.003 -0.009 -0.011
H 2.890 3.583 -2.787 0.001 0.002 0.001
H 3.596 1.490 -4.422 0.000 0.003 -0.003
H 2.216 -0.621 -3.350 0.012 -0.001 0.010
C 3.610 -1.995 2.534 -0.004 0.012 0.036
C 2.737 -1.424 1.523 -0.042 -0.020 -0.023
N 2.039 -0.996 0.724 -0.065 -0.060 -0.085
H 4.220 -2.777 2.084 0.002 0.007 0.000
H 3.004 -2.428 3.329 0.003 0.006 -0.006
H 4.253 -1.218 2.943 0.000 -0.004 0.007
O -0.021 -7.325 3.853 -0.007 -0.013 0.005
S -1.203 -7.439 4.687 0.009 -0.015 -0.021
O -1.173 -6.634 5.895 -0.001 0.008 0.006
O -1.737 -8.772 4.829 0.005 -0.001 0.006
C -2.473 -6.544 3.731 -0.028 -0.005 0.024
N -3.769 -6.763 3.977 -0.002 -0.011 0.010
C -4.636 -6.025 3.306 -0.007 0.008 -0.012
C -4.259 -5.044 2.391 -0.001 -0.028 0.005
C -2.896 -4.901 2.214 -0.029 0.029 -0.012
N -2.018 -5.649 2.867 0.051 0.052 -0.025
C -2.247 -3.899 1.330 -0.012 -0.009 -0.006
C -2.844 -2.718 0.904 0.003 -0.014 0.021
C -2.084 -1.776 0.241 0.024 0.114 0.004
N -0.782 -1.957 -0.020 0.138 -0.099 0.028
C -0.232 -3.145 0.297 -0.042 0.015 0.060
C -0.919 -4.123 0.968 -0.006 -0.027 -0.015
H -5.686 -6.216 3.503 0.001 0.002 0.000
H -4.996 -4.462 1.855 0.004 0.011 -0.007
H -3.876 -2.493 1.132 -0.008 -0.005 -0.005
H -2.507 -0.827 -0.063 0.011 0.007 0.022
H 0.800 -3.287 0.018 0.086 0.027 0.013
H -0.439 -5.044 1.270 0.017 0.020 0.004

***

16
Properties=species:S:1:pos:R:3:forces:R:3 method="wB97M-V/def2-TZVPD" total_energy_ha=-345.95276 gap_ev=9.2 homo_ev=-8.61 mol_weight_g_mol=94.11 relative_energy_kj_mol=162.0 total_charge=0 max_force_ev_per_a=3.43
C 1.245 0.097 -2.017 -0.110 1.348 -0.706
C -0.016 0.020 -1.222 -1.515 -2.548 -0.461
C -0.255 -0.872 -0.222 -1.698 0.995 0.771
O 0.650 -1.353 0.688 2.443 0.422 -1.518
H 1.383 1.188 -2.154 0.489 -0.551 -0.473
H 1.325 -0.444 -3.043 -0.575 0.813 1.880
H 2.020 -0.224 -1.371 1.324 -0.413 0.201
H -0.904 0.409 -1.721 0.032 -0.209 0.174
H -1.331 -1.197 0.114 2.171 0.978 -0.663
H 1.605 -1.072 0.394 -2.497 -0.835 0.786
H -5.258 1.851 1.566 1.891 0.070 -2.853
H -4.217 1.008 0.738 -0.068 0.197 -0.046
O -4.673 1.861 0.693 -1.819 -0.265 2.899
H 2.048 -0.471 2.355 0.548 -0.456 -0.240
H 3.381 -0.112 2.955 -0.111 -0.822 -0.998
O 2.998 -0.689 2.247 -0.507 1.275 1.248